Formula: C4H6ClF
Source: OMol25
Level of theory: ωB97M-V/def2-TZVPD

- energy relative to the best compared isomer or geometry (same formula, charge and spin) (kJ/mol) = 25.3
- multiplicity = 1
- SMILES = C/C(Cl)=C/CF
- E_HOMO (eV) = -9.65

Geometry (Å):
C (-0.582321, -0.857092, 2.087253)
C (-0.301202, -0.290667, 0.743244)
Cl (-1.474209, -0.751737, -0.487004)
C (0.727229, 0.466428, 0.424321)
C (0.919702, 1.154772, -0.872453)
F (2.237545, 1.055710, -1.316636)
H (-1.608739, -0.519185, 2.410162)
H (0.068736, -0.536230, 2.871577)
H (-0.584336, -1.922888, 1.951541)
H (1.511203, 0.568634, 1.119890)
H (0.288980, 0.646369, -1.574960)
H (0.667363, 2.200780, -0.943617)

Forces on the atoms, in the same order (eV/Å):
C -1.83 0.35 -0.33
C -0.10 0.11 -0.10
Cl -0.09 0.13 0.38
C -0.07 0.55 -0.66
C 0.07 -0.63 -0.65
F 0.15 -0.12 0.17
H 0.85 -0.54 -0.39
H 0.80 0.14 0.16
H -0.12 -0.65 0.48
H 0.66 0.37 1.07
H -0.18 -0.19 -0.74
H -0.13 0.48 0.61

Results of the Mulliken charge analysis, in e, for atoms 1 through 6: -1.17, 0.64, -0.23, -0.41, -0.27, -0.31

=====

Formula: C22H52N2O7S7
Source: OMol25
Level of theory: ωB97M-V/def2-TZVPD

- energy relative to the best compared isomer or geometry (same formula, charge and spin) (kJ/mol) = 309.2
- multiplicity = 1
- E_HOMO (eV) = -8.32

Geometry (Å):
C (3.270523, -0.817501, -1.786935)
S (2.072843, -0.396371, -3.203575)
O (2.930343, -0.698761, -4.503765)
C (1.010663, -1.879551, -2.987835)
H (3.770633, -1.718501, -2.142155)
H (2.704933, -0.984541, -0.870255)
H (4.029373, -0.074971, -1.540145)
H (1.638163, -2.770371, -3.015985)
H (0.305313, -1.875071, -3.818835)
H (0.525463, -1.993011, -2.018395)
C (-3.886217, -0.947071, 1.004985)
S (-5.035257, -0.205531, 2.203695)
O (-4.569987, -0.820181, 3.530285)
C (-4.266907, 1.556599, 2.178595)
H (-4.149767, -1.999651, 0.901455)
H (-2.868517, -0.945921, 1.395345)
H (-3.978617, -0.439481, 0.044815)
H (-4.380307, 2.034519, 1.205545)
H (-3.201597, 1.461179, 2.388625)
H (-4.741567, 1.992819, 3.057525)
C (5.308563, 2.994869, -3.154225)
S (4.054913, 4.355449, -3.104825)
O (3.934573, 4.925199, -4.531895)
C (2.577983, 3.210529, -2.855565)
H (5.446233, 2.555849, -4.142355)
H (4.942803, 2.235289, -2.463325)
H (6.286833, 3.290529, -2.775175)
H (2.692513, 2.470149, -2.063845)
H (2.283653, 2.695249, -3.769865)
H (1.749353, 3.812589, -2.482725)
C (-0.078837, 5.609369, 0.055545)
S (-0.489407, 4.729659, 1.542845)
O (-0.246087, 5.777519, 2.647675)
C (-2.333517, 4.791029, 1.329265)
H (0.988193, 5.575859, -0.164495)
H (-0.438677, 6.636709, -0.000895)
H (-0.678347, 5.198959, -0.757015)
H (-2.859647, 4.910559, 2.276365)
H (-2.707077, 3.922359, 0.787075)
H (-2.737817, 5.669919, 0.827085)
C (-3.027807, -2.214761, -3.621045)
S (-2.264047, -2.928391, -5.165135)
O (-1.186187, -3.887471, -4.689255)
C (-3.743787, -3.987621, -5.575055)
H (-4.041937, -1.866701, -3.817235)
H (-2.479427, -1.464411, -3.051515)
H (-3.173337, -3.016331, -2.896885)
H (-3.611107, -4.535121, -6.508195)
H (-4.610727, -3.345761, -5.731685)
H (-3.943327, -4.681171, -4.758185)
C (0.025323, -6.265271, 0.572835)
S (-0.661797, -4.736231, 1.342535)
O (0.352563, -3.587471, 1.277275)
C (-1.872077, -4.309151, 0.063225)
H (-0.614877, -7.094841, 0.872935)
H (0.974163, -6.451251, 1.076045)
H (0.237673, -6.168521, -0.491895)
H (-1.536597, -4.432381, -0.966515)
H (-2.255097, -3.292871, 0.155735)
H (-2.763467, -4.933091, 0.128175)
C (-0.654487, 1.123049, 4.953955)
S (-1.389867, -0.496011, 5.495835)
O (-2.896417, -0.176261, 5.336655)
C (-1.008197, -1.554881, 4.029635)
H (-0.779417, 1.502389, 3.939765)
H (0.433623, 1.059359, 4.960515)
H (-0.881357, 1.969059, 5.602735)
H (-1.567387, -2.482361, 4.152835)
H (0.057163, -1.783121, 3.997665)
H (-1.330917, -1.078181, 3.104045)
N (4.622343, 1.005469, 1.931725)
C (4.389663, -0.343931, 1.825175)
C (3.517523, -0.780391, 2.787005)
C (3.121693, 0.410159, 3.433485)
C (3.787473, 1.498849, 2.897495)
H (5.324563, 1.519249, 1.418875)
H (4.934473, -0.952681, 1.118775)
H (3.280453, -1.813121, 2.995985)
H (2.435083, 0.324729, 4.262745)
H (3.800563, 2.549169, 3.148585)
N (1.088093, 0.436999, 0.834615)
C (0.916623, 1.643739, 0.237795)
C (-0.169227, 1.619319, -0.608335)
C (-0.785637, 0.478389, -0.404095)
C (0.027933, -0.310891, 0.376955)
H (1.769183, 0.187689, 1.537515)
H (1.586863, 2.457299, 0.472975)
H (-0.444897, 2.511869, -1.150335)
H (-1.704157, 0.140889, -0.861055)
H (-0.161187, -1.313291, 0.731665)

Forces on the atoms, in the same order (eV/Å):
C -0.81 -0.09 -0.49
S 2.68 -1.46 -1.44
O -2.05 0.77 2.91
C 0.57 -0.18 0.14
H -0.10 -0.04 0.08
H -0.18 -0.19 -0.11
H -0.23 0.37 -0.59
H 0.23 0.10 -0.60
H 0.10 -0.09 0.14
H -0.23 0.82 0.04
C -0.26 -0.15 -0.08
S 2.19 0.03 1.78
O -1.36 0.82 -2.30
C -0.10 -1.75 0.29
H -0.35 0.06 -0.04
H -0.05 0.48 0.05
H 0.14 -0.02 -0.04
H -0.50 0.13 0.24
H -0.01 -0.27 0.07
H -0.11 0.43 -0.42
C -0.13 -0.13 0.46
S -0.51 -0.71 -2.32
O 0.16 -0.89 2.42
C 0.09 0.50 0.26
H -0.42 0.23 -0.08
H -0.02 -0.11 -0.10
H -0.14 0.51 -0.11
H 0.61 -0.01 0.00
H 0.30 0.24 -0.15
H 0.01 0.35 -0.38
C -0.52 0.12 -1.43
S -1.15 2.81 2.08
O 0.02 -1.80 -1.22
C -0.41 0.09 -0.29
H -0.11 -0.15 0.11
H 0.19 0.18 0.98
H 0.39 -0.70 -0.26
H 0.65 -0.68 0.46
H 0.17 -0.17 0.13
H 0.79 0.27 -0.52
C -0.58 -0.66 0.24
S 0.05 -1.28 1.23
O -1.11 1.07 -0.48
C 0.11 0.56 0.10
H 0.13 0.31 -0.35
H 0.44 0.18 -0.77
H 0.20 -0.48 -0.22
H 0.51 0.08 0.13
H 0.03 0.17 0.14
H 0.20 0.07 0.04
C 0.34 0.58 0.54
S 0.87 1.44 -0.64
O -0.93 -1.64 0.00
C -0.82 -0.40 -0.61
H -0.26 0.09 -0.43
H 0.04 0.24 0.12
H -0.38 -0.01 0.03
H 0.61 0.01 0.12
H 0.50 0.11 0.49
H 0.05 -0.33 0.36
C 1.61 -0.08 -0.22
S -2.90 1.96 -1.82
O 2.67 -0.81 1.06
C 0.21 0.40 0.35
H -1.01 -0.70 -0.29
H 0.28 -0.33 0.46
H -0.49 -0.55 0.42
H -0.05 0.12 0.22
H 0.05 0.04 -0.03
H 0.02 0.19 0.19
N -0.72 -0.69 -0.20
C 1.33 -0.85 -0.56
C 0.69 0.95 -0.88
C -0.61 0.01 1.06
C -0.01 -0.38 0.52
H -0.35 -0.10 0.05
H 0.11 0.19 -0.04
H -0.26 0.21 -0.06
H 0.00 0.78 0.04
H -0.15 -0.17 0.08
N -1.72 0.09 -1.21
C 1.68 1.09 0.07
C 2.32 5.16 0.38
C -1.91 -4.77 -0.33
C -0.46 -1.16 1.39
H 0.03 -0.05 -0.05
H 0.04 -0.02 -0.14
H -0.28 -0.19 -0.18
H 0.04 -0.11 -0.01
H 0.26 -0.07 0.01

Results of the Mulliken charge analysis, in e, for atoms 1 through 6: -0.82, 0.60, -0.69, -0.62, 0.56, 0.09

=====

Formula: C15H17NO2S
Source: OMol25
Level of theory: ωB97M-V/def2-TZVPD

- energy relative to the best compared isomer or geometry (same formula, charge and spin) (kJ/mol) = 43.7
- multiplicity = 1
- SMILES = O=C(NCc1ccco1)c1csc2c1CCCCC2
- E_HOMO (eV) = -8.54

Geometry (Å):
O (-0.679126, -2.668967, -1.811314)
C (-0.567175, -1.560898, -1.331360)
N (-1.321812, -0.518190, -1.773327)
C (-1.527392, 0.723883, -1.070769)
C (-2.662223, 0.635237, -0.094245)
C (-3.191051, -0.426224, 0.577658)
C (-4.247139, 0.094935, 1.367003)
C (-4.277793, 1.429297, 1.115337)
O (-3.323092, 1.767098, 0.228611)
C (0.432553, -1.235337, -0.275375)
C (0.386255, -1.765391, 0.977051)
S (1.709613, -1.262962, 1.952512)
C (2.366896, -0.347753, 0.641584)
C (1.580876, -0.415286, -0.471774)
C (1.975750, 0.287449, -1.732556)
C (2.050453, 1.823588, -1.579325)
C (2.119742, 2.334806, -0.138327)
C (3.382464, 1.949118, 0.634530)
C (3.632202, 0.430616, 0.721119)
H (-2.041287, -0.781397, -2.434870)
H (-1.738749, 1.520106, -1.791715)
H (-0.603876, 0.979390, -0.542848)
H (-2.875164, -1.447354, 0.515362)
H (-4.887829, -0.453934, 2.025582)
H (-4.902898, 2.217513, 1.484277)
H (-0.355248, -2.419499, 1.389274)
H (2.958860, -0.090417, -2.027945)
H (1.277173, 0.028898, -2.528765)
H (2.918107, 2.194790, -2.127181)
H (1.165017, 2.268202, -2.039297)
H (2.064587, 3.426020, -0.166143)
H (1.245260, 1.985897, 0.415857)
H (4.250334, 2.423644, 0.173675)
H (3.283942, 2.351731, 1.644850)
H (4.267306, 0.123416, -0.115497)
H (4.162069, 0.196289, 1.644640)

Forces on the atoms, in the same order (eV/Å):
O -0.04 -0.28 0.00
C 0.05 0.06 -0.03
N -0.31 0.18 -0.28
C -0.12 0.31 0.23
C 0.10 -0.79 0.00
C 0.34 0.38 -0.41
C -0.11 0.57 0.01
C -0.44 -0.56 0.52
O 0.30 0.32 -0.28
C 0.20 -0.21 0.36
C 0.15 0.11 0.26
S -0.14 0.15 -0.72
C -0.20 -0.35 0.26
C 0.13 -0.09 0.12
C 0.06 0.00 -0.02
C -0.11 0.09 0.15
C 0.18 0.13 -0.12
C -0.19 0.02 0.02
C 0.05 0.11 0.03
H 0.11 -0.08 0.05
H 0.10 -0.04 0.08
H -0.10 0.08 -0.11
H 0.10 -0.21 -0.08
H -0.18 -0.04 0.16
H -0.04 0.17 -0.01
H -0.21 -0.17 0.02
H -0.05 -0.03 -0.08
H 0.10 -0.02 -0.06
H -0.03 0.06 -0.09
H 0.04 0.03 -0.07
H -0.06 -0.01 0.04
H -0.01 0.07 0.00
H 0.05 0.06 0.05
H 0.07 0.04 0.00
H 0.05 -0.04 0.07
H 0.12 -0.03 -0.08

Results of the Mulliken charge analysis, in e, for atoms 1 through 6: -0.65, -0.11, 0.00, 0.12, 0.14, -0.26

=====

Formula: C7H10N3O4S
Source: OMol25
Level of theory: ωB97M-V/def2-TZVPD

- energy relative to the best compared isomer or geometry (same formula, charge and spin) (kJ/mol) = 0.0
- net charge = -1
- multiplicity = 1
- E_HOMO (eV) = -4.75

Geometry (Å):
C (3.049400, 2.264254, -0.515596)
C (2.043513, 1.824284, 0.193411)
C (2.755872, 0.213685, -1.061706)
C (-4.560050, 0.284735, -0.531826)
C (-2.338178, 0.868918, 0.771575)
C (1.515860, -2.474121, 1.059277)
C (-3.132392, 0.140153, -0.358011)
N (3.549390, 1.280146, -1.334541)
N (1.754243, 0.542001, -0.180081)
N (0.542499, -0.037594, 0.118643)
O (-3.884072, 1.031118, -1.311024)
O (-5.702987, 0.010017, -0.263532)
O (0.934543, -2.137721, -1.515748)
O (-0.940692, -1.913892, 0.078181)
S (0.473882, -1.600643, -0.198344)
H (3.460292, 3.334426, -0.655873)
H (1.327726, 2.342114, 0.930483)
H (2.958470, -0.687979, -1.425642)
H (-2.536645, 0.404600, 1.784879)
H (-1.343863, 0.613408, 0.554016)
H (-2.408950, 1.937525, 0.813185)
H (1.358653, -1.652290, 1.813786)
H (1.143248, -3.447133, 1.235723)
H (2.577039, -2.428571, 0.829402)
H (-2.596797, -0.711437, -0.830648)

Forces on the atoms, in the same order (eV/Å):
C 3.51 2.91 -2.64
C -4.74 0.64 3.28
C 0.05 4.79 0.92
C -1.23 -1.86 1.82
C -1.31 -1.94 0.18
C -0.33 3.54 -0.06
C 0.75 -0.07 1.60
N -0.95 -1.34 1.00
N 2.35 0.24 -0.87
N 0.15 -1.42 -0.25
O 0.48 1.70 -1.99
O 0.62 0.50 -0.42
O -0.22 1.39 1.88
O 1.28 -0.10 0.31
S -1.06 -1.76 -1.66
H -0.77 -1.98 0.72
H 1.34 -0.89 -1.42
H 0.16 -3.58 -1.53
H -0.14 0.55 -1.14
H 1.45 -0.04 -0.05
H -0.60 0.53 -0.17
H 0.10 -1.62 0.26
H -0.43 -0.78 0.40
H -0.06 -0.22 -0.44
H -0.40 0.82 0.27

Results of the Mulliken charge analysis, in e, for atoms 1 through 6: -0.27, -0.37, -0.24, 0.40, -0.27, -1.02

=====

Formula: ClH4N2PS
Source: OMol25
Level of theory: ωB97M-V/def2-TZVPD

- energy relative to the best compared isomer or geometry (same formula, charge and spin) (kJ/mol) = 326.9
- multiplicity = 1
- E_HOMO (eV) = -9.30

Geometry (Å):
N (-0.170884, -0.761968, 0.763664)
N (1.516775, 0.689221, -0.466893)
P (-1.657991, -0.485928, 0.320623)
S (-3.138433, -1.513190, -0.154851)
Cl (-2.162204, 1.491641, -0.109861)
H (1.874559, 1.790332, -0.055665)
H (-0.039765, -1.685427, 1.055487)
H (1.971478, 0.577372, -1.312591)
H (1.806469, -0.102052, -0.039911)

Forces on the atoms, in the same order (eV/Å):
N -2.98 2.47 -0.42
N -0.54 7.52 0.09
P 1.89 0.92 0.01
S -0.75 -0.92 -0.06
Cl 1.14 -1.17 0.60
H -1.03 -5.05 -1.20
H 0.06 -2.02 0.51
H 1.08 0.51 -2.62
H 1.13 -2.27 3.09

Results of the Mulliken charge analysis, in e, for atoms 1 through 6: -0.52, -0.63, 0.69, -0.29, -0.16, 0.24

=====

Formula: C3H3N
Source: OMol25
Level of theory: ωB97M-V/def2-TZVPD

- energy relative to the best compared isomer or geometry (same formula, charge and spin) (kJ/mol) = 212.0
- multiplicity = 1
- SMILES = C#C.C#N
- E_HOMO (eV) = -10.48

Geometry (Å):
C (-2.119122, -0.803845, -0.411166)
C (-0.937474, -0.676740, -0.227801)
H (-3.177057, -1.133812, -0.317763)
H (0.033558, -0.469905, -0.153645)
C (3.170622, -0.187255, 1.206334)
N (2.467220, 0.479412, 0.615703)
H (3.921488, -0.798213, 1.585850)

Forces on the atoms, in the same order (eV/Å):
C -1.07 -0.99 0.83
C -3.72 -0.37 -0.66
H 1.48 0.72 -0.46
H 3.33 0.67 0.29
C 0.31 -0.06 -0.30
N -1.01 0.72 -0.43
H 0.68 -0.69 0.72

Results of the Mulliken charge analysis, in e, for atoms 1 through 6: -0.42, -0.41, 0.32, 0.50, 0.06, -0.35

=====

Number 1: LUMO 0.877 eV. Number 2: LUMO 0.054 eV. Number 3: LUMO 0.727 eV. Number 4: LUMO 3.381 eV. Number 5: LUMO -0.428 eV. Number 6: LUMO 0.950 eV.